one) The following is a DFT calculation (ωB97M-V/def2-TZVPD) of a 3-piece molecular cluster, C4H16NO2 overall.

Structure (XYZ):
```
23
C4H16NO2 ωB97M-V/def2-TZVPD
C 0.9565 -1.3369 -1.1859
C 0.4142 -0.1031 -0.4202
C -0.8775 0.6492 -0.8371
C -0.7291 0.9709 -2.3567
N 0.3036 -0.4299 1.0633
H 1.7054 -1.0196 -1.9050
H 0.1210 -1.8912 -1.6208
H 1.4168 -1.9979 -0.4594
H 1.1650 0.6749 -0.5250
H -1.7301 0.0085 -0.6420
H -0.8033 1.6262 -0.3739
H -1.6539 1.4283 -2.7014
H 0.0857 1.6867 -2.4376
H -0.5091 0.0860 -2.9542
H 0.2092 -1.4352 1.2269
H 1.0745 -0.1890 1.7221
H -0.6402 -0.2197 1.4178
H -3.5442 -0.3737 1.5310
H -2.9810 0.3288 2.7026
O -2.7299 -0.3235 2.0295
H 2.5605 0.9900 2.8474
H 3.5240 0.4938 1.7537
O 2.6619 0.3764 2.1249
```

Output
HOMO: -15.393 eV
2S+1: 1
total charge: +1
Kohn-Sham gap: 12.53 eV

Atom charges from the Löwdin analysis, given in e for atoms 1 to 5:
1. C -0.0207
2. C -0.3323
3. C -0.1926
4. C -0.0752
5. N 0.1864

two) The following is a DFT calculation (ωB97M-V/def2-TZVPD) of a 3-piece molecular cluster, C4H16NO2 overall.

Structure (XYZ):
```
23
C4H16NO2 ωB97M-V/def2-TZVPD
C -1.1781 -1.7067 -2.0050
C -0.4631 -0.6168 -1.1706
N -0.5159 -1.0813 0.2702
C 0.3390 -2.2195 0.6855
C -1.1300 0.7349 -1.3170
H -0.9188 -2.6917 -1.6221
H -2.2450 -1.5121 -1.9305
H -0.8817 -1.6079 -3.0473
H 0.5871 -0.5192 -1.4367
H -1.4755 -1.0652 0.5944
H -0.2126 -0.2711 0.8592
H -0.2848 -3.0686 0.9238
H 0.9460 -1.8989 1.5257
H 1.0216 -2.5199 -0.1079
H -0.9971 1.3982 -0.4662
H -0.6558 1.2275 -2.1699
H -2.1686 0.7331 -1.6493
H -0.0923 1.3920 2.7229
H 0.6840 1.8557 1.4178
O 0.0981 1.1793 1.8052
H 3.2916 2.8514 0.9730
H 2.1412 3.7974 1.3130
O 2.3414 2.8829 1.0939
```

Output
HOMO: -15.284 eV
2S+1: 1
total charge: +1
Kohn-Sham gap: 12.63 eV

Atom charges from the Löwdin analysis, given in e for atoms 1 to 5:
1. C -0.0223
2. C -0.3558
3. N -0.0005
4. C 0.0089
5. C -0.0393

Result of the stability comparison: two) is the most stable of them.

one) The following is a DFT calculation (ωB97M-V/def2-TZVPD) of a 3-piece molecular cluster, C4H16NO2 overall.

Structure (XYZ):
```
23
C4H16NO2 ωB97M-V/def2-TZVPD
C -1.7807 0.6575 -1.5974
C -0.5759 0.7081 -0.6342
N -0.6154 -0.5649 0.3446
C -2.0135 -0.9135 0.9279
C 0.7174 0.8806 -1.4583
H -1.9592 -0.3364 -2.0990
H -1.6576 1.3497 -2.3899
H -2.7811 0.9704 -1.1466
H -0.6314 1.5071 0.1290
H -0.1516 -1.2406 -0.2708
H 0.0186 -0.4519 1.1174
H -2.7513 -1.4663 0.2881
H -1.8796 -1.4925 1.8481
H -2.3973 0.1010 1.1131
H 0.9112 0.0842 -2.2205
H 1.5671 1.0577 -0.7641
H 0.7228 1.8743 -2.0353
H 1.9944 -0.9316 0.7232
H 2.6578 -2.4117 0.8597
O 1.8420 -1.8733 0.8620
H 3.4145 0.4194 2.6648
H 2.6680 1.4624 1.6761
O 2.6808 0.6105 2.0619
```

Output
HOMO: -15.073 eV
2S+1: 1
total charge: +1
Kohn-Sham gap: 12.25 eV

Atom charges from the Löwdin analysis, given in e for atoms 1 to 5:
1. C -0.0654
2. C -0.3228
3. N 0.0391
4. C 0.0280
5. C -0.0562

two) The following is a DFT calculation (ωB97M-V/def2-TZVPD) of a 3-piece molecular cluster, C4H16NO2 overall.

Structure (XYZ):
```
23
C4H16NO2 ωB97M-V/def2-TZVPD
C 1.6085 -0.5299 -1.6720
C 0.9628 -0.1767 -0.3595
N -0.3347 0.5950 -0.3677
C -1.5116 -0.1898 -0.8654
C -2.6186 0.8235 -1.2455
H 1.9529 -1.5658 -1.6351
H 2.3298 0.1782 -2.0715
H 0.9265 -0.6540 -2.5180
H 0.6570 -1.1983 0.0923
H 1.6261 0.2468 0.4022
H -0.3356 1.4109 -0.9924
H -0.4985 0.9380 0.5843
H -1.7737 -0.9565 -0.1107
H -1.2913 -0.6773 -1.8351
H -2.4283 1.3804 -2.1395
H -3.4639 0.1019 -1.3552
H -2.8547 1.4306 -0.3645
H -0.7456 1.6636 3.3267
H 0.5744 2.3560 2.6781
O -0.1593 1.7591 2.5745
H 1.9566 -1.4340 1.5445
H 2.5077 -2.7145 0.8662
O 1.7378 -2.3396 1.3022
```

Output
HOMO: -14.791 eV
2S+1: 1
total charge: +1
Kohn-Sham gap: 11.89 eV

Atom charges from the Löwdin analysis, given in e for atoms 1 to 5:
1. C -0.0624
2. C -0.2048
3. N 0.0300
4. C -0.1802
5. C -0.0582

Result of the stability comparison: two) is the most stable of them.

one) The following is a DFT calculation (ωB97M-V/def2-TZVPD) of one molecule with the formula C3H3ClN2.

Structure (XYZ):
```
9
C3H3ClN2 ωB97M-V/def2-TZVPD
C -1.4112 0.2759 0.7390
C 0.6253 1.0034 0.1984
C -0.1668 -1.0765 -0.4144
N -0.5675 1.1856 0.7204
N 0.8217 -0.2207 -0.4147
Cl 0.0252 -2.6491 -1.0098
H -2.4550 0.1287 0.7884
H 1.3918 1.7486 0.2107
H 1.7365 -0.3959 -0.8180
```

Output
HOMO: -7.335 eV
2S+1: 1
total charge: 0
Kohn-Sham gap: 8.08 eV

Atom charges from the Löwdin analysis, given in e for atoms 1 to 5:
1. C 0.0437
2. C -0.2421
3. C -0.6227
4. N -0.0386
5. N -0.0573

two) The following is a DFT calculation (ωB97M-V/def2-TZVPD) of one molecule with the formula C3H3ClN2.

Structure (XYZ):
```
9
C3H3ClN2 ωB97M-V/def2-TZVPD
C 0.2023 0.8813 -0.0001
C -0.4248 -0.4264 -0.1526
C 2.4027 0.1852 0.2951
N 1.4871 0.9762 0.0488
N 0.2198 -1.4561 0.1777
Cl 3.9694 -0.1482 -0.0901
H -0.2803 1.8129 0.2377
H -1.4546 -0.3942 -0.1918
H 1.1822 -1.1690 0.5830
```

Output
HOMO (spin up / spin down): -7.982 / -7.981 eV
2S+1: 1
total charge: 0
Kohn-Sham gap (spin up / spin down): 7.24 / 7.24 eV

Atom charges from the Löwdin analysis, given in e for atoms 1 to 5:
1. C -0.1509
2. C -0.2386
3. C -0.6365
4. N -0.0032
5. N 0.0954

Result of the stability comparison: one) is the most stable of them.

one) The following is a DFT calculation (ωB97M-V/def2-TZVPD) of one molecule with the formula C3H3ClN2.

Structure (XYZ):
```
9
C3H3ClN2 ωB97M-V/def2-TZVPD
Cl -2.8907 -0.1859 -0.0291
C -1.1331 -0.1940 0.0075
C -0.3343 0.9196 -0.0414
N 0.9903 0.4652 -0.0608
C 0.8685 -0.9114 -0.0466
N -0.3414 -1.3253 -0.0218
H -0.6528 1.9555 0.0032
H 1.8249 0.8644 0.1703
H 1.6685 -1.5881 0.0187
```

Output
HOMO: -9.009 eV
SMILES: Clc1c[nH]cn1
2S+1: 1
total charge: 0
Kohn-Sham gap: 9.85 eV

Atom charges from the Löwdin analysis, given in e for atoms 1 to 5:
1. Cl 0.6112
2. C -0.7332
3. C -0.1165
4. N 0.0758
5. C -0.2126

two) The following is a DFT calculation (ωB97M-V/def2-TZVPD) of one molecule with the formula C3H3ClN2.

Structure (XYZ):
```
9
C3H3ClN2 ωB97M-V/def2-TZVPD
Cl 0.3115 -2.5746 1.0487
C 0.1443 -1.0438 0.4633
N -0.2483 0.0081 1.1733
C -0.1957 1.1496 0.2846
N -0.0500 0.6328 -1.0900
C 0.2640 -0.6287 -0.9420
H 0.5880 1.8278 0.5973
H -1.1259 1.7504 0.3125
H 0.3122 -1.1217 -1.8478
```

Output
HOMO: -10.285 eV
SMILES: ClC1=NCN=C1
2S+1: 1
total charge: 0
Kohn-Sham gap: 10.22 eV

Atom charges from the Löwdin analysis, given in e for atoms 1 to 5:
1. Cl 0.7616
2. C -0.8119
3. N 0.0498
4. C -0.2577
5. N 0.0663

Result of the stability comparison: one) is the most stable of them.

one) The following is a DFT calculation (ωB97M-V/def2-TZVPD) of a 2-piece molecular cluster, C2H9NOS overall.

Structure (XYZ):
```
14
C2H9NOS ωB97M-V/def2-TZVPD
N 0.9531 -0.6291 -0.7290
C -0.3269 -0.3632 -0.1391
C -1.3900 -1.2953 -0.7013
S -3.0361 -0.8274 0.0342
H 1.2918 -1.5807 -0.5607
H 1.7083 -0.1465 -0.2644
H -0.3665 -0.4031 0.9616
H -0.6721 0.6452 -0.3801
H -1.2461 -2.3320 -0.4235
H -1.4610 -1.2032 -1.7820
H -3.3780 -2.0051 0.5648
O 5.7257 3.4202 1.1441
H 5.6110 4.1841 0.5950
H 4.9449 2.9080 0.9208
```

Output
HOMO: -9.167 eV
SMILES: NCCS.O
2S+1: 1
total charge: 0
Kohn-Sham gap: 9.75 eV

Atom charges from the Löwdin analysis, given in e for atoms 1 to 5:
1. N -0.0199
2. C -0.4106
3. C -0.5330
4. S 0.6698
5. H 0.0751

two) The following is a DFT calculation (ωB97M-V/def2-TZVPD) of a 2-piece molecular cluster, C2H9NOS overall.

Structure (XYZ):
```
14
C2H9NOS ωB97M-V/def2-TZVPD
N 2.0001 1.1357 0.1184
C 1.4751 -0.0243 0.7370
O 1.3836 -1.1141 -0.1922
H 2.7292 1.5895 0.6465
H 1.3011 1.8135 -0.1479
H 0.4796 0.1239 1.1858
H 2.1596 -0.4079 1.5073
H 1.5715 -0.7381 -1.0584
C -2.3219 -0.9139 -0.4393
S -1.5542 0.5819 -1.1016
H -3.2548 -1.0348 -0.9703
H -2.4564 -0.8606 0.6291
H -1.5892 -1.6744 -0.6850
H -1.9232 1.5236 -0.2294
```

Output
HOMO: -9.048 eV
SMILES: NCO.CS
2S+1: 1
total charge: 0
Kohn-Sham gap: 9.82 eV

Atom charges from the Löwdin analysis, given in e for atoms 1 to 5:
1. N 0.0231
2. C -0.3824
3. O -0.1094
4. H 0.0713
5. H 0.0580

Result of the stability comparison: one) is the most stable of them.